2 unconnected molecules or ions with the total composition C2H7N2O2 at a distorted geometry. Source: the Open Molecules 2025 dataset; level of theory: the ωB97M-V functional and the def2-TZVPD basis.

Values from the calculation:
E	-340.42811	Ha
charge	-1

CARTESIAN COORDINATES (ANGSTROEM)
N: -1.6707 -1.5073 0.1173
C: -0.2017 -1.8553 0.2781
N: 0.5601 -0.9928 1.1233
H: -1.6369 -0.5374 -0.1750
H: -1.9721 -1.5586 1.0777
H: 0.1786 -1.6881 -0.7163
H: -0.1123 -2.8839 0.5281
H: -0.0711 -0.7003 1.8510
H: 1.1652 -0.0717 0.8181
O: 0.0508 1.2753 -1.6304
C: 0.2727 1.7939 -0.5018
O: 1.2178 1.5676 0.3063
H: -0.3514 2.5671 -0.1320

Forces on atoms 1 to 6 (eV/Å):
1.580 -0.822 0.440
-0.337 2.050 -2.135
1.501 1.597 1.005
-0.289 0.213 0.085
-0.767 0.410 0.249
0.397 -0.459 -0.565

---

A molecular structure, C2H7N2OP at a distorted geometry. Source: the Open Molecules 2025 dataset; level of theory: the ωB97M-V functional and the def2-TZVPD basis.

Values from the calculation:
E	-606.39324	Ha
charge	0

CARTESIAN COORDINATES (ANGSTROEM)
C: 0.2230 1.1957 0.4741
C: 2.2609 -0.0587 1.3782
N: 1.2175 0.6104 0.6561
N: -1.8554 -0.2806 -0.6665
O: -0.6260 1.9634 0.2142
P: -2.3893 0.3929 0.6027
H: 2.6625 0.5070 2.2024
H: 1.8189 -0.9347 1.7968
H: 3.0988 -0.3663 0.7767
H: -1.6640 -2.9404 -2.5251
H: -2.1670 0.1014 -1.5136
H: -1.5094 -0.3540 1.6850
H: -1.5919 -3.7248 -2.5854

Forces on atoms 1 to 6 (eV/Å):
1.742 0.847 0.115
-0.666 -0.132 0.095
1.216 -0.694 0.082
0.933 -1.564 0.471
-0.946 0.936 0.096
-0.231 -0.645 1.871

---

A single C2H7N2OPS molecule at a distorted geometry. Source: the Open Molecules 2025 dataset; level of theory: the ωB97M-V functional and the def2-TZVPD basis.

Values from the calculation:
E	-1004.74635	Ha
charge	0

CARTESIAN COORDINATES (ANGSTROEM)
N: 1.5827 -0.5536 1.4891
P: 1.4575 0.0471 -0.0442
O: 2.6200 0.0225 -0.9552
N: 0.1930 -0.8463 -0.6728
C: -1.1288 -0.5159 -0.2927
C: -1.2906 1.0169 -0.4722
S: 0.0388 1.9823 0.2463
H: 2.4896 -0.7978 1.9249
H: 0.9465 -0.2454 2.1959
H: 0.1805 -0.7664 -1.6904
H: -1.5349 -0.7106 0.7597
H: -1.9106 -1.0364 -0.9245
H: -1.3235 1.0948 -1.4956
H: -2.3202 1.3088 -0.0683

Forces on atoms 1 to 6 (eV/Å):
1.678 -0.127 0.644
-1.398 0.726 -0.259
-0.423 0.357 1.063
0.278 -0.851 -0.846
-2.962 0.875 1.785
-2.182 -0.615 1.997

---

A gas-phase ion, C2H7N2OS (charge +1) at a distorted geometry. Source: the Open Molecules 2025 dataset; level of theory: the ωB97M-V functional and the def2-TZVPD basis.

Values from the calculation:
E	-663.04671	Ha
charge	+1

CARTESIAN COORDINATES (ANGSTROEM)
C: 0.5079 0.4643 -0.0084
C: -1.8526 -0.5832 0.0675
N: 0.0820 1.7284 -0.1042
N: -0.3314 -0.5533 0.0864
O: 3.2854 -0.8547 -0.1347
S: 2.3159 0.4354 0.2794
H: -2.1073 -1.4545 0.5840
H: -2.3403 0.2479 0.6468
H: -2.2574 -0.4459 -0.9915
H: -0.8782 1.9230 -0.1392
H: 0.6277 2.3388 -0.6348
H: 0.0483 -1.5523 0.2405
H: 2.9000 -1.6938 0.1082

Forces on atoms 1 to 6 (eV/Å):
0.195 -1.230 -0.087
0.393 3.075 -1.432
0.600 -1.693 0.397
0.116 -2.117 0.417
-1.511 1.013 -0.667
0.000 0.510 0.356

---

A molecular structure, C2H7N2OS at a distorted geometry. Source: the Open Molecules 2025 dataset; level of theory: the ωB97M-V functional and the def2-TZVPD basis.

Values from the calculation:
E	-663.02651	Ha
charge	+1

CARTESIAN COORDINATES (ANGSTROEM)
C: -0.5454 0.0628 0.1922
C: -2.0423 -0.3626 0.2768
N: -0.1949 1.2062 -0.3045
N: 0.3636 -0.8496 0.5053
O: 3.0576 0.1865 -0.8926
S: 2.5780 -0.2059 0.5514
H: -2.2137 -0.6382 -0.7081
H: -2.5000 0.5452 0.5547
H: -2.1240 -1.1897 0.9670
H: -0.8074 1.9783 -0.4451
H: 0.7865 1.4573 -0.1201
H: 0.0958 -1.7262 0.8157
H: 3.5463 -0.4639 -1.3927

Forces on atoms 1 to 6 (eV/Å):
-0.650 -3.339 0.709
3.441 0.753 0.909
1.859 1.280 0.348
2.692 3.953 -1.137
-0.606 1.026 0.099
-2.501 -1.013 0.370

---

2 unconnected molecules or ions with the total composition C2H7N2S at a distorted geometry. Source: the Open Molecules 2025 dataset; level of theory: the ωB97M-V functional and the def2-TZVPD basis.

Values from the calculation:
E	-587.74505	Ha
charge	+1

CARTESIAN COORDINATES (ANGSTROEM)
C: -2.0530 0.3833 2.2591
C: 1.6726 -0.1667 -1.6397
N: -1.8157 1.2029 1.3040
N: 2.1429 -1.4097 -1.7873
S: -0.6697 1.0933 0.2007
H: -2.8019 0.7238 2.9454
H: -1.5528 -0.5334 2.5958
H: 1.6523 0.2440 -0.6593
H: 1.2392 0.2979 -2.4921
H: -2.4942 1.9556 1.1364
H: 2.5353 -2.0825 -1.1712
H: 2.1451 -1.7086 -2.6918

Forces on atoms 1 to 6 (eV/Å):
-0.941 0.360 1.756
1.242 -4.414 0.837
-1.612 -0.795 1.120
-1.544 4.721 0.931
2.645 0.002 -2.683
-0.637 -0.060 0.152

---

2 unconnected molecules or ions with the total composition C2H7N2S at a distorted geometry. Source: the Open Molecules 2025 dataset; level of theory: the ωB97M-V functional and the def2-TZVPD basis.

Values from the calculation:
E	-587.67467	Ha
charge	+1

CARTESIAN COORDINATES (ANGSTROEM)
C: -0.0187 -2.3230 0.4766
C: 1.4159 2.2671 -0.9186
N: -0.5148 -1.3604 1.0959
N: -0.7281 -2.9943 -0.4482
S: 0.6580 2.2095 0.6602
H: 0.9784 -2.3847 0.3923
H: 0.9382 1.4425 -1.3988
H: 2.4829 2.0762 -0.8624
H: 1.5319 3.2336 -1.4074
H: -0.1161 -0.9846 1.8889
H: -0.4934 -3.6702 -1.1464
H: -1.7738 -3.1002 -0.3299

Forces on atoms 1 to 6 (eV/Å):
-2.315 -1.494 -3.618
0.947 0.410 0.398
-2.910 1.348 0.057
-2.988 -0.394 1.100
0.013 0.210 0.561
3.982 -0.738 -0.066

---

A single C2H7N3 molecule at a distorted geometry. Source: the Open Molecules 2025 dataset; level of theory: the ωB97M-V functional and the def2-TZVPD basis.

Values from the calculation:
E	-244.64524	Ha
charge	0

CARTESIAN COORDINATES (ANGSTROEM)
H: 2.2286 -0.2987 0.1305
N: 1.2292 -0.2733 0.5061
C: 0.3756 0.1781 -0.2706
N: 0.7805 0.5110 -1.6207
C: -1.0828 0.2104 0.1816
N: -1.2937 -0.6876 1.3273
H: 1.6641 1.0407 -1.5161
H: -0.0018 0.8432 -2.2626
H: -1.7439 -0.0859 -0.6569
H: -1.4545 1.2930 0.3687
H: -0.5831 -0.3516 1.9622
H: -0.8785 -1.6226 1.0183

Forces on atoms 1 to 6 (eV/Å):
-1.886 0.018 0.375
2.893 -0.498 1.610
-0.307 0.400 -2.729
-1.729 0.665 0.761
-0.932 0.823 -0.745
0.636 -0.674 -1.151